Computed, not measured: a molecular structure, C30H64N6NiO6, with the ωB97M-V functional and the def2-TZVPD basis.

```
107
Properties=species:S:1:pos:R:3:forces:R:3
Ni -4.43216 -25.88791 -4.38028 0.11 -1.17 0.18
C -2.99218 -30.36203 -4.49041 -0.40 0.58 -0.64
C -3.22993 -29.86787 -5.95001 -0.02 -0.46 -0.91
C -3.26104 -31.13841 -6.91270 -0.73 0.69 -0.03
C -3.86010 -30.82309 -8.30957 -1.27 -0.66 1.25
C -5.34391 -30.32578 -8.10619 1.84 0.35 0.75
C -5.37743 -28.99536 -7.27370 -0.67 -0.75 -0.94
N -4.55319 -29.12158 -6.04827 0.18 -0.44 0.44
O -4.59700 -27.95312 -5.24184 0.10 -0.11 0.06
C -6.90127 -28.87576 -6.88900 0.93 0.75 0.28
C -4.98663 -27.87089 -8.27563 0.42 -0.14 0.63
C -2.01505 -29.00371 -6.36529 -0.20 0.62 0.50
H -3.01232 -29.50057 -3.82290 0.05 0.05 -0.02
H -2.02203 -30.85576 -4.43434 0.12 -0.02 0.00
H -3.75553 -31.05543 -4.13744 -0.15 -0.01 -0.21
H -3.82803 -31.91070 -6.39292 -0.44 -0.04 -0.15
H -2.30273 -31.61872 -7.11032 0.53 0.47 0.49
H -3.92494 -31.73898 -8.89699 0.20 -0.24 -0.03
H -3.13888 -30.19404 -8.83133 -0.51 0.54 -0.16
H -5.90049 -31.03668 -7.49551 0.40 -0.50 0.02
H -5.89216 -30.28817 -9.04753 0.05 0.55 -0.08
H -7.50934 -28.56929 -7.74013 0.07 -0.13 -0.37
H -7.03437 -28.09791 -6.13711 0.15 -0.13 0.26
H -7.28590 -29.82177 -6.50790 0.08 0.04 0.12
H -5.20049 -26.87236 -7.89445 0.16 -0.06 0.08
H -5.44495 -28.00568 -9.25536 -0.39 -0.02 0.06
H -3.91529 -27.96265 -8.45437 0.14 0.29 0.07
H -1.01317 -29.39004 -6.17796 -0.06 -1.01 -0.32
H -1.94386 -28.12108 -5.72967 -0.76 0.52 -0.26
H -2.12626 -28.72869 -7.41414 0.25 0.24 0.04
C -3.45390 -26.49648 -0.18740 -0.33 0.35 0.43
C -4.82878 -27.12910 -0.39119 -1.81 -1.11 -0.23
C -5.48725 -27.54700 0.98115 0.62 0.25 -0.95
C -5.80878 -26.38508 1.89792 -0.51 0.20 -0.44
C -6.78756 -25.44583 1.17603 0.48 -0.35 0.21
C -6.35264 -25.08493 -0.28057 -0.93 -0.16 0.06
N -5.85816 -26.27467 -1.04190 0.08 -0.09 -1.22
O -5.57065 -25.98085 -2.47573 -0.15 0.49 1.48
C -5.35177 -23.92745 -0.20800 0.29 -0.28 -0.22
C -7.68432 -24.57382 -0.87879 -0.18 0.26 -1.19
C -4.71484 -28.46290 -1.20515 0.13 0.53 -0.45
H -2.64165 -27.22271 -0.21806 0.06 -0.02 -0.26
H -3.44221 -26.05204 0.80781 0.28 0.12 0.09
H -3.33365 -25.68010 -0.89955 0.28 -0.26 -0.27
H -4.87350 -28.33578 1.41619 0.29 0.18 0.38
H -6.44803 -28.02389 0.78730 -0.04 -0.10 -0.43
H -4.96587 -25.75575 2.18349 0.31 -0.45 0.32
H -6.29831 -26.84446 2.75666 0.16 0.46 0.48
H -6.88689 -24.50780 1.72223 0.32 0.26 0.05
H -7.80691 -25.82312 1.25773 -0.02 -0.52 -0.61
H -4.52354 -24.21139 0.44125 -0.01 0.25 0.15
H -5.81387 -23.00973 0.15583 -0.03 0.05 0.07
H -4.92401 -23.75477 -1.19557 -0.07 -0.09 0.00
H -8.25774 -23.86679 -0.27929 0.54 0.23 0.67
H -8.43327 -25.33992 -1.07947 0.44 -0.56 -0.03
H -7.53902 -24.05062 -1.82391 0.25 -0.10 -0.15
H -5.65784 -28.88231 -1.55580 -0.37 0.29 0.51
H -4.19488 -29.22212 -0.62092 0.10 -0.02 0.21
H -4.18902 -28.36525 -2.15492 0.31 0.44 0.04
C -1.44895 -26.40888 -3.13000 -1.41 0.81 1.60
O -2.48710 -26.04151 -3.66899 1.20 -0.30 0.06
N -0.72977 -25.61283 -2.29672 1.39 -1.02 0.34
C 0.23940 -26.15445 -1.36608 0.71 0.03 0.46
C -0.81157 -24.18484 -2.13253 -1.01 0.12 -1.88
H -1.10572 -27.45113 -3.04000 -0.12 -0.01 -0.58
H -0.07507 -25.84425 -0.36960 -0.05 -0.28 0.22
H 1.22498 -25.70831 -1.49916 0.06 0.36 -0.27
H 0.47077 -27.21955 -1.35526 -0.84 -0.16 -0.38
H 0.18030 -23.73547 -2.18126 0.06 -0.11 0.43
H -1.30027 -23.86759 -3.05373 -0.39 0.53 0.21
H -1.39707 -23.87673 -1.26630 0.13 -0.03 0.09
C -6.95508 -25.37396 -6.28238 -1.30 -0.59 2.00
O -5.99732 -25.44271 -5.53384 0.15 0.37 -0.83
N -8.13753 -24.89276 -5.80891 1.33 0.27 -2.31
C -9.37062 -25.12058 -6.51230 -0.84 -0.51 0.96
C -8.27311 -24.31443 -4.50931 0.40 0.15 0.68
H -7.01597 -25.88103 -7.25776 0.14 0.44 -0.07
H -9.80022 -25.93734 -5.93224 -0.84 -0.11 -0.17
H -9.38100 -25.46289 -7.54710 0.84 0.29 0.01
H -10.00855 -24.24367 -6.40199 -0.07 0.00 -0.21
H -8.72674 -25.04632 -3.84098 -0.16 0.13 0.21
H -7.31035 -24.04188 -4.07700 0.10 -0.37 -0.24
H -8.85116 -23.39160 -4.55775 -0.30 -0.09 -0.07
C -2.51216 -25.20614 -7.26249 -0.87 -0.90 2.86
O -3.19796 -25.47270 -6.23085 1.52 1.14 -3.15
N -2.91478 -24.72720 -8.43959 -1.37 -0.18 0.41
C -2.05116 -24.64630 -9.56487 1.42 0.76 -1.04
C -4.27682 -24.28028 -8.69568 -0.19 0.37 -0.65
H -1.42048 -25.34910 -7.26363 -0.06 -0.25 0.17
H -1.01433 -24.90985 -9.35607 -0.13 -0.30 0.48
H -1.95804 -23.63447 -9.95938 -0.29 0.43 0.26
H -2.32992 -25.20965 -10.45540 -0.54 -0.55 0.32
H -5.04093 -24.51585 -7.95491 0.59 -0.43 0.15
H -4.30501 -23.19697 -8.81282 0.24 0.30 0.13
H -4.55175 -24.65668 -9.68098 -0.32 -0.28 0.09
C -4.64746 -22.74911 -3.74497 -0.49 -0.66 -0.61
O -4.32020 -23.81427 -4.24814 0.43 -0.72 0.33
N -4.61190 -21.63948 -4.44098 0.17 2.44 -2.31
C -4.22840 -21.54092 -5.97242 -0.60 -1.87 2.01
C -4.87536 -20.35251 -3.82223 0.46 0.61 -0.49
H -5.09892 -22.62870 -2.74804 0.32 -0.17 0.01
H -5.13682 -21.48627 -6.57233 -0.24 0.58 0.19
H -3.85136 -22.53437 -6.21530 0.40 0.12 0.09
H -3.49633 -20.77414 -6.22585 -0.17 0.09 0.52
H -5.38790 -20.35319 -2.86025 0.02 -0.57 -0.02
H -3.91292 -19.85505 -3.70247 0.05 0.24 0.24
H -5.44856 -19.72023 -4.50029 -0.17 -0.13 -0.04
```
Positions in Å, forces in eV/Å.

As for the spin multiplicity: 4. The highest occupied orbital energy (alpha / beta) is 0.35 / -2.83 eV. The net charge is -1. The LUMO energy (alpha / beta) is 0.089 / 0.088 Eh. The calculation puts the HOMO-LUMO gap (alpha / beta) at 2.0620 / 5.2145 eV.